No. 1
ORCA calculation (ωB97M-V/def2-TZVPD) on C25H53O5RbSi4 as an isolated structure at a distorted geometry.

Relative energy (zero: lowest compared OMol25 entry of this formula, charge and spin)   2.6505 eV
Largest force on an atom   0.0729 Eh/bohr
Calculated total energy   -2542.516002 Ha

Positions of all 88 atoms, in Å:
Rb  8.429  13.973  8.803
C  8.422  12.558  12.270
C  7.728  11.510  11.324
O  6.621  12.094  10.689
C  5.873  11.142  9.975
C  6.664  10.354  8.894
O  7.317  11.222  7.999
C  7.911  10.523  6.937
C  8.701  11.437  6.038
O  9.818  12.187  6.688
C  10.833  11.380  7.130
C  10.552  11.118  8.571
O  10.865  12.262  9.398
C  11.067  11.925  10.748
C  10.742  13.134  11.580
O  9.303  13.533  11.651
H  8.984  11.972  13.009
H  7.724  13.100  12.853
H  7.283  10.797  11.975
H  8.416  10.979  10.655
H  5.082  11.691  9.509
H  5.427  10.478  10.690
H  5.891  9.685  8.401
H  7.358  9.647  9.483
H  7.097  9.984  6.361
H  8.486  9.690  7.370
H  8.216  12.292  5.564
H  9.130  10.807  5.223
H  11.795  11.842  6.914
H  10.839  10.406  6.556
H  11.168  10.317  9.012
H  9.557  10.729  8.717
H  12.020  11.518  10.945
H  10.278  11.163  11.112
H  11.158  14.067  11.086
H  11.171  12.931  12.612
C  8.368  17.236  7.630
C  9.394  17.049  8.574
C  10.470  16.257  8.309
C  10.591  15.566  7.120
C  9.588  15.743  6.173
C  8.472  16.470  6.451
H  7.568  17.913  7.964
H  9.298  17.455  9.620
H  11.187  16.028  9.154
H  11.454  14.949  6.896
H  9.728  15.232  5.204
H  7.662  16.563  5.771
C  11.667  7.375  10.483
Si  10.089  6.481  10.780
C  10.427  4.771  11.654
C  9.477  5.902  9.129
Si  8.468  7.895  11.765
Si  6.418  6.930  11.783
C  6.037  5.420  12.954
C  5.674  6.751  10.045
C  5.270  8.273  12.593
Si  9.162  8.131  13.911
C  9.109  6.570  15.022
C  7.732  9.019  14.684
C  10.827  9.007  13.992
H  12.384  6.687  10.069
H  12.069  7.786  11.462
H  11.642  8.136  9.687
H  10.443  3.950  10.964
H  9.703  4.489  12.456
H  11.270  4.864  12.287
H  9.970  5.124  8.481
H  9.184  6.762  8.450
H  8.451  5.422  9.304
H  5.883  4.460  12.472
H  5.171  5.635  13.552
H  6.866  5.345  13.623
H  6.240  6.098  9.323
H  5.509  7.731  9.616
H  4.698  6.244  10.050
H  5.748  9.198  12.790
H  4.821  7.823  13.505
H  4.402  8.322  11.885
H  8.112  6.195  14.912
H  9.271  6.773  16.065
H  9.814  5.731  14.664
H  6.842  8.432  14.415
H  7.521  10.029  14.400
H  7.742  9.024  15.780
H  11.435  8.937  13.118
H  11.362  8.412  14.755
H  10.867  10.098  14.293

Atoms 1-2, force components in eV/Å:
-0.256 -0.659 0.285
1.230 -1.367 -1.107

No. 2
ORCA calculation (ωB97M-V/def2-TZVPD) on a 4-piece molecular cluster, C25H54BF4O7 overall at a distorted geometry.

Total charge   -1
Largest force on an atom   0.0198 Eh/bohr
Calculated total energy   -1936.052077 Ha

Positions of all 91 atoms, in Å:
C  -4.223  0.708  0.971
O  -3.412  1.174  -0.077
C  -2.735  2.385  0.237
C  -1.319  2.402  -0.351
C  -0.182  2.430  0.685
C  0.497  1.078  0.963
C  -0.439  -0.114  0.926
O  -0.508  -0.581  -0.400
B  -0.998  -1.992  -0.249
O  -2.370  -2.040  0.304
C  -0.771  -2.742  -1.690
C  -1.988  -3.275  -2.430
C  -3.060  -2.230  -2.680
F  -2.558  -4.349  -1.729
O  -0.072  -2.460  0.844
C  -0.063  -1.418  1.757
C  1.274  -1.415  2.518
C  1.166  -1.922  3.965
C  0.777  -3.369  4.110
F  -0.526  -3.636  3.830
F  1.549  -4.193  3.358
F  0.971  -3.765  5.423
H  -3.624  0.476  1.854
H  -5.002  1.434  1.230
H  -4.713  -0.208  0.654
H  -3.320  3.194  -0.211
H  -2.708  2.547  1.316
H  -1.246  3.328  -0.928
H  -1.216  1.583  -1.057
H  -0.549  2.873  1.612
H  0.589  3.109  0.318
H  1.029  1.172  1.910
H  1.264  0.924  0.202
H  -1.427  0.220  1.266
H  -2.855  -1.296  -0.050
H  -0.277  -2.052  -2.378
H  -0.089  -3.590  -1.570
H  -1.667  -3.688  -3.393
H  -3.691  -2.462  -3.536
H  -3.710  -2.223  -1.807
H  -2.647  -1.229  -2.766
H  -0.849  -1.495  2.519
H  2.009  -2.015  1.988
H  1.706  -0.420  2.602
H  0.471  -1.301  4.524
H  2.148  -1.838  4.429
C  -4.933  1.906  -5.283
C  -5.512  0.548  -5.645
O  -5.898  -0.226  -4.530
C  -6.884  0.329  -3.685
C  -8.211  0.603  -4.374
H  -4.078  1.788  -4.618
H  -4.608  2.426  -6.185
H  -5.663  2.542  -4.779
H  -4.751  -0.045  -6.153
H  -6.348  0.659  -6.348
H  -6.507  1.236  -3.199
H  -7.029  -0.409  -2.896
H  -8.117  1.347  -5.167
H  -8.936  0.977  -3.651
H  -8.605  -0.312  -4.820
C  4.428  5.166  3.307
C  3.932  3.966  4.098
O  3.407  2.927  3.302
C  4.297  2.343  2.367
C  5.524  1.707  2.999
H  3.628  5.568  2.685
H  4.770  5.947  3.987
H  5.262  4.908  2.652
H  3.109  4.275  4.744
H  4.723  3.588  4.757
H  4.588  3.076  1.606
H  3.716  1.575  1.856
H  6.148  2.438  3.518
H  6.135  1.235  2.229
H  5.227  0.946  3.722
C  6.639  -1.836  0.688
C  5.345  -2.632  0.771
O  4.191  -1.889  0.456
C  4.117  -1.337  -0.843
C  4.167  -2.369  -1.956
H  6.592  -0.965  1.344
H  7.482  -2.458  0.994
H  6.838  -1.483  -0.325
H  5.195  -2.972  1.797
H  5.408  -3.532  0.148
H  4.896  -0.575  -0.983
H  3.157  -0.821  -0.875
H  5.115  -2.912  -1.973
H  4.047  -1.878  -2.923
H  3.363  -3.094  -1.832

Atoms 1-2, force components in eV/Å:
-0.108 0.020 -0.016
0.106 -0.139 0.129

No. 3
ORCA calculation (ωB97M-V/def2-TZVPD) on a 9-piece molecular cluster, C25H54I2N19O13 overall.

Total charge   +1
Largest force on an atom   0.0171 Eh/bohr
Calculated total energy   -3599.052881 Ha

Positions of all 113 atoms, in Å:
C  3.908  -0.238  2.182
C  2.829  -1.205  1.670
C  1.443  -0.590  1.767
I  -0.004  -2.132  1.405
C  1.247  0.628  0.917
C  2.000  0.854  -0.192
N  1.895  1.997  -0.899
C  2.705  2.183  -2.110
C  3.886  3.083  -1.826
O  4.321  3.252  -0.738
I  4.760  3.939  -3.555
C  1.093  2.996  -0.483
N  1.114  4.137  -1.273
C  1.586  5.217  -0.921
O  1.935  6.269  -0.630
C  0.294  2.835  0.621
C  -0.506  3.998  1.133
C  0.297  4.849  2.164
C  1.633  4.235  2.504
N  1.677  3.451  3.621
O  2.613  4.464  1.818
C  0.332  1.614  1.276
O  -0.445  1.350  2.351
C  -1.878  1.216  2.205
C  -2.363  0.488  0.948
C  -3.000  1.417  -0.081
O  -3.324  -0.501  1.334
H  4.567  0.085  1.389
H  3.446  0.629  2.650
H  4.503  -0.724  2.945
H  2.812  -2.109  2.267
H  3.041  -1.551  0.661
H  1.352  -0.258  2.792
H  2.729  0.151  -0.553
H  2.090  2.542  -2.925
H  3.097  1.216  -2.409
H  -0.730  4.640  0.289
H  -1.458  3.709  1.538
H  0.487  5.834  1.756
H  -0.274  4.993  3.076
H  2.493  2.849  3.630
H  0.839  2.933  3.842
H  -2.380  2.173  2.301
H  -2.175  0.627  3.064
H  -1.577  -0.099  0.486
H  -4.061  1.499  0.139
H  -2.913  1.005  -1.081
H  -2.588  2.418  -0.073
H  -3.979  -0.098  1.915
C  3.845  1.383  -7.159
O  3.217  0.887  -6.238
N  4.221  0.676  -8.262
N  4.218  2.702  -7.134
H  4.737  1.071  -9.025
H  3.959  -0.291  -8.299
H  3.927  3.195  -6.313
H  4.738  3.165  -7.854
C  7.121  0.367  -1.167
O  6.113  -0.196  -0.746
N  8.359  -0.175  -1.129
N  7.037  1.612  -1.724
H  9.174  0.306  -1.481
H  8.452  -1.094  -0.738
H  6.120  2.005  -1.762
H  7.814  2.120  -2.104
C  1.023  0.347  5.730
O  1.611  0.754  4.733
N  1.681  0.018  6.871
N  -0.333  0.195  5.754
H  1.223  -0.318  7.697
H  2.679  0.122  6.875
H  -0.833  0.418  4.915
H  -0.839  -0.141  6.551
C  -5.880  -2.319  -1.700
O  -6.542  -2.083  -2.696
N  -5.145  -1.345  -1.059
N  -5.820  -3.555  -1.140
H  -4.590  -1.509  -0.238
H  -5.173  -0.423  -1.452
H  -6.330  -4.286  -1.611
H  -5.279  -3.784  -0.329
C  -8.878  -1.995  1.268
O  -9.396  -2.637  0.373
N  -7.587  -1.538  1.188
N  -9.538  -1.687  2.426
H  -7.145  -1.014  1.917
H  -7.071  -1.745  0.350
H  -10.484  -2.007  2.515
H  -9.129  -1.164  3.176
C  11.775  1.450  -1.062
O  10.977  1.018  -1.885
N  13.110  1.499  -1.317
N  11.383  1.908  0.163
H  13.786  1.846  -0.664
H  13.420  1.165  -2.211
H  10.405  1.876  0.380
H  12.022  2.262  0.849
C  -8.321  -6.321  2.746
O  -8.246  -7.306  3.455
N  -9.501  -5.811  2.289
N  -7.208  -5.624  2.335
H  -9.552  -4.997  1.703
H  -10.347  -6.281  2.551
H  -6.317  -5.968  2.638
H  -7.258  -4.818  1.741
C  -6.565  -5.599  -4.274
O  -5.864  -5.768  -3.286
N  -6.630  -6.527  -5.277
N  -7.313  -4.473  -4.457
H  -7.191  -6.413  -6.099
H  -6.087  -7.361  -5.166
H  -7.243  -3.738  -3.770
H  -7.885  -4.323  -5.266

Atoms 1-2, force components in eV/Å:
-0.288 -0.148 0.002
0.165 -0.008 -0.121

No. 4
ORCA calculation (ωB97M-V/def2-TZVPD) on a 3-piece molecular cluster, C25H54N3O3PS overall.

Largest force on an atom   0.0180 Eh/bohr
Calculated total energy   -2114.468260 Ha

Positions of all 87 atoms, in Å:
C  1.946  5.230  -0.625
O  1.261  4.945  -1.838
C  1.030  3.575  -2.065
C  2.243  2.805  -2.615
C  2.977  3.601  -3.693
C  4.504  3.473  -3.733
C  5.229  4.379  -2.729
C  5.435  3.756  -1.344
C  6.224  2.434  -1.371
C  5.375  1.217  -0.998
C  6.205  -0.060  -0.933
S  5.587  -1.365  0.195
C  3.877  -1.327  -0.099
N  2.980  -0.474  0.314
N  1.764  -0.922  -0.175
C  2.023  -2.009  -0.824
O  3.321  -2.337  -0.832
N  1.701  1.513  -3.101
P  2.833  0.371  -3.697
C  1.607  -0.982  -3.829
O  2.815  0.848  -5.276
H  1.295  5.822  0.021
H  2.842  5.814  -0.849
H  2.231  4.314  -0.105
H  0.213  3.496  -2.786
H  0.685  3.107  -1.135
H  2.923  2.608  -1.775
H  2.731  4.656  -3.565
H  2.564  3.314  -4.664
H  4.822  3.746  -4.743
H  4.827  2.440  -3.582
H  4.678  5.318  -2.628
H  6.217  4.645  -3.117
H  5.994  4.470  -0.731
H  4.478  3.621  -0.832
H  7.084  2.491  -0.699
H  6.619  2.262  -2.378
H  4.878  1.385  -0.041
H  4.597  1.077  -1.751
H  7.215  0.148  -0.579
H  6.274  -0.525  -1.918
H  1.306  -2.651  -1.314
H  1.255  1.054  -2.309
H  1.207  -1.018  -4.842
H  2.096  -1.934  -3.615
H  0.764  -0.853  -3.147
H  3.671  0.642  -5.664
C  -1.258  0.617  0.054
C  -1.370  -0.260  1.296
C  -2.808  -0.638  1.647
C  -3.726  0.539  1.979
C  -3.248  1.415  3.135
C  -3.143  0.664  4.460
H  -1.776  1.569  0.191
H  -0.216  0.829  -0.170
H  -1.695  0.118  -0.815
H  -0.895  0.244  2.142
H  -0.798  -1.176  1.133
H  -2.797  -1.337  2.489
H  -3.245  -1.190  0.807
H  -4.720  0.146  2.222
H  -3.860  1.161  1.090
H  -3.947  2.247  3.252
H  -2.281  1.863  2.891
H  -4.106  0.231  4.738
H  -2.833  1.333  5.264
H  -2.412  -0.145  4.409
C  -5.930  -2.815  4.164
C  -4.865  -3.821  3.736
C  -4.886  -4.129  2.240
C  -6.176  -4.767  1.725
C  -6.560  -6.079  2.408
C  -5.527  -7.187  2.224
H  -6.938  -3.188  3.974
H  -5.857  -2.599  5.230
H  -5.812  -1.874  3.622
H  -4.979  -4.743  4.313
H  -3.880  -3.422  3.993
H  -4.038  -4.777  2.001
H  -4.715  -3.197  1.691
H  -6.069  -4.945  0.650
H  -7.002  -4.058  1.829
H  -7.517  -6.414  1.999
H  -6.729  -5.910  3.475
H  -5.364  -7.394  1.164
H  -5.860  -8.112  2.697
H  -4.566  -6.921  2.667

Atoms 1-2, force components in eV/Å:
-0.151 0.062 -0.245
0.077 -0.002 0.197